# 1
Below is a structure of composition C14H16N9O2SSeTa, with properties calculated with ωB97M-V with the def2-TZVPD basis set.

## Properties
total charge: +4
E_HOMO: -22.05 eV
gap between HOMO and LUMO: 7.216 eV
energy relative to the best compared isomer or geometry (same formula, charge and spin): 0.0 kcal per mole

Structure (XYZ):
```
44
C14H16N9O2SSeTa (ωB97M-V with the def2-TZVPD basis set)
Ta -0.38 -0.32 0.42
C 3.22 -3.18 0.47
C 2.26 -2.05 0.35
N 0.97 -2.18 0.37
N 0.43 -3.45 0.48
C -0.87 -3.62 0.22
N -1.41 -4.81 0.21
S -1.85 -2.23 -0.13
C 2.72 -0.66 0.14
C 4.04 -0.33 -0.04
C 4.38 1.01 -0.31
C 3.38 1.95 -0.40
C 2.06 1.55 -0.21
N 1.72 0.27 0.06
H 2.88 -3.96 1.14
H 4.18 -2.84 0.86
H 3.41 -3.61 -0.52
H 1.07 -4.24 0.54
H -0.87 -5.66 0.37
H -2.40 -4.94 0.03
H 4.81 -1.08 0.01
H 5.42 1.28 -0.46
H 3.59 2.99 -0.61
H 1.26 2.27 -0.28
N -1.12 -0.04 -2.13
N -1.96 1.10 -2.06
C -1.98 1.82 -0.92
O -2.67 2.63 -0.46
O -0.81 1.35 -0.15
H -0.38 0.12 -2.82
H -1.67 -0.83 -2.46
H -2.59 1.33 -2.83
Se -3.70 0.68 2.56
N -2.99 0.94 4.11
C -1.69 0.65 4.09
C -0.72 0.77 5.11
C 0.59 0.46 4.78
C 0.95 0.06 3.49
N 0.05 -0.10 2.51
C -1.25 0.19 2.83
N -2.13 0.09 1.85
H -0.99 1.11 6.11
H 1.37 0.55 5.52
H 1.99 -0.14 3.25
```

Atom charges from the Mulliken analysis, given in e for atoms 1 to 6:
1 Ta 1.892
2 C -1.860
3 C 1.239
4 N 0.095
5 N -0.598
6 C 0.740


# 2
Below is an isolated molecule of C14H16NO4P at a distorted geometry, with properties calculated with ωB97M-V with the def2-TZVPD basis set.

## Properties
E_HOMO: -8.95 eV
gap between HOMO and LUMO: 7.731 eV

Structure (XYZ):
```
36
C14H16NO4P (ωB97M-V with the def2-TZVPD basis set)
C -0.01 1.97 1.38
C 0.20 1.05 0.13
C -1.07 0.85 -0.79
C -2.43 0.77 -0.03
C -3.24 1.86 -0.12
P -3.04 3.48 -1.03
N -4.17 4.51 -0.66
C -4.52 1.53 0.72
O -5.53 2.14 0.81
O -4.21 0.29 1.34
C -3.06 -0.36 0.85
O -2.73 -1.48 1.04
O 0.83 -0.20 0.52
C 1.75 -0.62 -0.48
C 2.53 -1.92 -0.09
C 2.85 -2.33 1.27
C 3.64 -3.57 1.44
C 4.12 -4.37 0.31
C 3.78 -3.97 -1.06
C 3.00 -2.75 -1.22
H -0.95 1.78 1.96
H 0.14 3.05 1.10
H 0.84 1.74 2.09
H 0.97 1.57 -0.52
H -0.93 -0.15 -1.31
H -1.06 1.62 -1.60
H -3.08 3.23 -2.44
H -1.77 4.06 -0.69
H -4.67 4.76 -1.52
H 1.24 -0.85 -1.47
H 2.54 0.15 -0.72
H 2.50 -1.71 2.13
H 3.92 -3.94 2.46
H 4.74 -5.29 0.43
H 4.11 -4.51 -1.98
H 2.75 -2.42 -2.26
```

Atom charges from the Mulliken analysis, given in e for atoms 1 to 6:
1 C -1.261
2 C 0.259
3 C -0.513
4 C 0.239
5 C -0.164
6 P 0.346


# 3
Below is a cluster of 2 separate species, C14H16O in total at a distorted geometry, with properties calculated with ωB97M-V with the def2-TZVPD basis set.

## Properties
E_HOMO: -8.41 eV
gap between HOMO and LUMO: 9.164 eV
energy relative to the best compared isomer or geometry (same formula, charge and spin): 37.8 kcal per mole

Structure (XYZ):
```
31
C14H16O (ωB97M-V with the def2-TZVPD basis set)
C 0.11 2.79 2.60
C 1.10 2.28 1.58
C 1.98 1.23 1.96
C 2.51 0.52 0.92
C 2.39 0.95 -0.38
O 3.18 0.42 -1.38
C 1.59 2.00 -0.81
C 1.00 2.68 0.25
H 0.47 3.49 3.36
H -0.44 1.99 3.13
H -0.79 3.17 2.12
H 2.32 1.07 2.97
H 3.28 -0.23 1.07
H 3.39 -0.52 -1.36
H 1.68 2.19 -1.87
H 0.25 3.44 0.01
C -1.64 -3.94 -0.30
C -1.63 -2.52 -0.84
C -2.17 -2.20 -2.07
C -2.16 -0.81 -2.34
C -1.78 0.16 -1.44
C -1.01 -0.21 -0.30
C -0.88 -1.59 -0.13
H -0.62 -4.35 -0.24
H -2.42 -4.59 -0.63
H -1.77 -3.90 0.80
H -2.72 -2.85 -2.71
H -2.55 -0.44 -3.27
H -1.85 1.17 -1.79
H -0.42 0.49 0.31
H -0.38 -1.86 0.79
```

Atom charges from the Mulliken analysis, given in e for atoms 1 to 6:
1 C -1.466
2 C 0.471
3 C -0.485
4 C -0.662
5 C 0.945
6 O -0.572


# 4
Below is a cluster of 2 separate species, C14H16O2 in total at a distorted geometry, with properties calculated with ωB97M-V with the def2-TZVPD basis set.

## Properties
E_HOMO: -8.64 eV
gap between HOMO and LUMO: 9.180 eV
energy relative to the best compared isomer or geometry (same formula, charge and spin): 16.0 kcal per mole

Structure (XYZ):
```
32
C14H16O2 (ωB97M-V with the def2-TZVPD basis set)
C 2.31 2.37 1.13
C 0.86 2.11 1.37
C -0.10 3.10 1.16
C -1.44 2.81 1.33
C -1.86 1.60 1.85
O -3.17 1.33 2.19
C -0.90 0.62 2.11
C 0.43 0.86 1.81
H 3.00 2.21 1.96
H 2.50 3.43 0.90
H 2.66 1.96 0.18
H 0.16 4.01 0.63
H -2.20 3.56 1.09
H -3.74 1.45 1.42
H -1.27 -0.32 2.50
H 1.14 0.07 2.00
C 1.98 -2.20 0.14
C 0.77 -2.06 -0.76
C 0.24 -3.19 -1.37
C -0.84 -3.10 -2.24
C -1.26 -1.85 -2.67
O -2.21 -1.78 -3.67
C -0.59 -0.72 -2.23
C 0.42 -0.82 -1.28
H 2.89 -2.42 -0.41
H 1.86 -2.94 0.93
H 2.19 -1.23 0.60
H 0.62 -4.20 -1.24
H -1.39 -3.95 -2.63
H -2.86 -1.12 -3.42
H -0.99 0.26 -2.49
H 0.77 0.13 -0.88
```

Atom charges from the Mulliken analysis, given in e for atoms 1 to 6:
1 C -1.423
2 C 0.595
3 C -0.522
4 C -0.508
5 C 0.294
6 O -0.552


# 5
Below is a structure of composition C14H17AgN3O4 at a distorted geometry, with properties calculated with ωB97M-V with the def2-TZVPD basis set.

## Properties
total charge: +1
E_HOMO: -11.81 eV
gap between HOMO and LUMO: 4.667 eV

Structure (XYZ):
```
39
C14H17AgN3O4 (ωB97M-V with the def2-TZVPD basis set)
C 2.14 -3.53 -0.19
C 1.07 -2.52 0.53
C -0.51 -2.90 0.31
N -1.48 -2.05 1.15
C -1.36 -0.61 0.68
C -0.30 0.48 1.38
N 0.62 0.12 2.53
C -0.25 1.99 0.73
C 0.82 3.11 1.35
O 1.43 3.77 0.19
C 2.49 2.96 -0.43
C 2.29 1.74 -1.51
O 3.77 3.27 -0.11
C -1.20 2.53 -0.51
C -2.25 1.46 -1.21
C -2.26 -0.06 -0.59
C -3.35 -0.80 -1.56
O -3.73 -2.08 -1.65
N -3.95 0.24 -2.52
C -3.30 1.63 -2.45
O -3.55 2.73 -3.18
H 3.19 -2.97 -0.19
H 2.32 -4.54 0.39
H 1.84 -3.69 -1.31
H 1.23 -2.41 1.70
H 1.26 -1.43 0.07
H -0.72 -4.06 0.48
H -0.79 -2.68 -0.83
H -1.25 -2.14 2.17
H 0.54 0.86 3.29
H 0.33 -0.79 2.98
H 1.69 2.51 1.90
H 0.34 3.83 2.14
H 2.56 2.11 -2.59
H 1.16 1.35 -1.58
H 2.92 0.76 -1.26
H -1.18 3.62 -0.94
H -3.84 -0.13 -3.51
Ag 1.25 -1.67 4.17
```

Atom charges from the Mulliken analysis, given in e for atoms 1 to 6:
1 C -1.024
2 C 1.033
3 C -0.560
4 N -0.250
5 C 0.061
6 C 0.176


# 6
Below is a cluster of 2 separate species, C14H17BO in total at a distorted geometry, with properties calculated with ωB97M-V with the def2-TZVPD basis set.

## Properties
E_HOMO: -8.38 eV
gap between HOMO and LUMO: 8.659 eV
energy relative to the best compared isomer or geometry (same formula, charge and spin): 4.5 kcal per mole

Structure (XYZ):
```
33
C14H17BO (ωB97M-V with the def2-TZVPD basis set)
C 4.89 -1.48 0.02
O 4.55 -0.11 0.36
C 3.23 0.15 0.58
C 2.84 1.50 0.73
C 1.51 1.84 0.63
C 0.54 0.85 0.40
C -0.81 1.24 -0.14
C -2.04 0.53 0.36
C -3.24 0.84 -0.30
C -4.36 0.02 -0.17
C -4.30 -1.07 0.71
C -3.18 -1.27 1.51
C -2.06 -0.44 1.37
C 0.91 -0.49 0.45
C 2.24 -0.86 0.54
H 5.98 -1.46 -0.13
H 4.63 -2.16 0.83
H 4.39 -1.79 -0.91
H 3.62 2.25 0.87
H 1.22 2.88 0.71
H -0.94 2.33 0.04
H -0.80 1.14 -1.28
H -3.25 1.69 -0.98
H -5.24 0.22 -0.78
H -5.15 -1.77 0.75
H -3.17 -2.09 2.23
H -1.20 -0.57 2.04
H 0.14 -1.25 0.36
H 2.52 -1.91 0.49
B -0.87 0.35 -2.74
H -1.55 -0.60 -2.38
H -1.40 1.29 -3.29
H 0.34 0.19 -2.86
```

Atom charges from the Mulliken analysis, given in e for atoms 1 to 6:
1 C -0.794
2 O -0.420
3 C 0.755
4 C -0.753
5 C -0.487
6 C 0.469


# 7
Below is a structure of composition C14H17BrN2O4PdS2 at a distorted geometry, with properties calculated with ωB97M-V with the def2-TZVPD basis set.

## Properties
total charge: +2
E_HOMO: -15.87 eV
gap between HOMO and LUMO: 7.369 eV

Structure (XYZ):
```
41
C14H17BrN2O4PdS2 (ωB97M-V with the def2-TZVPD basis set)
Pd 0.29 -1.07 0.30
Br 2.76 -1.49 2.30
C 1.43 -2.80 2.44
C 1.46 -3.84 3.34
C 0.37 -4.72 3.36
C -0.70 -4.52 2.51
C -0.63 -3.45 1.63
N 0.42 -2.63 1.58
C -1.71 -2.99 0.69
O -2.75 -3.57 0.53
O -1.42 -1.87 0.05
H 2.30 -3.96 4.02
H 0.36 -5.54 4.06
H -1.58 -5.15 2.52
O 0.06 0.75 -0.48
C -0.83 1.66 -0.63
C -0.61 2.67 -1.71
C -1.01 4.14 -1.43
C -1.17 4.47 0.05
C -2.53 4.03 0.61
C -2.97 2.68 0.03
N -1.91 1.68 0.12
H -1.12 2.28 -2.60
H 0.46 2.61 -1.93
H -1.94 4.38 -1.96
H -0.25 4.77 -1.88
H -1.06 5.55 0.20
H -0.35 4.01 0.62
H -3.30 4.76 0.34
H -2.49 3.98 1.70
H -3.26 2.78 -1.01
H -3.83 2.29 0.57
H -1.97 0.97 0.83
C 4.67 -0.92 -2.77
O 3.50 -1.19 -1.91
C 2.72 -2.12 -2.22
S 2.50 -3.28 -3.40
S 1.31 -2.78 -1.62
H 5.01 0.06 -2.47
H 4.34 -0.93 -3.81
H 5.41 -1.69 -2.57
```

Atom charges from the Mulliken analysis, given in e for atoms 1 to 6:
1 Pd 0.734
2 Br -0.110
3 C 0.332
4 C -0.530
5 C -0.246
6 C -0.681


# 8
Below is a structure of composition C14H17Cl6GeIrN5O3S2Se at a distorted geometry, with properties calculated with ωB97M-V with the def2-TZVPD basis set.

## Properties
total charge: +2
E_HOMO (spin up / spin down): -13.66 / -13.67 eV
2S+1: 2
gap between HOMO and LUMO (spin up / spin down): 6.332 / 6.220 eV
energy relative to the best compared isomer or geometry (same formula, charge and spin): 20.2 kcal per mole

Structure (XYZ):
```
50
C14H17Cl6GeIrN5O3S2Se (ωB97M-V with the def2-TZVPD basis set)
Ir -0.78 1.34 0.21
Cl -3.87 3.90 2.69
Ge -3.53 1.79 2.73
Cl -1.11 1.72 2.52
Cl -3.61 1.12 4.77
S -1.83 3.21 -0.96
C -0.83 3.93 -2.14
N -1.31 4.28 -3.31
C -0.45 5.05 -4.21
C 0.98 4.89 -3.68
S 0.83 4.32 -1.95
H -2.30 4.17 -3.51
H -0.76 6.10 -4.21
H -0.53 4.67 -5.22
H 1.53 5.83 -3.69
H 1.54 4.14 -4.22
N 0.37 0.50 -2.56
N -0.80 0.43 -1.75
H 0.18 0.13 -3.48
H 1.10 -0.04 -2.12
H -1.17 -0.51 -1.58
H -1.55 0.94 -2.22
Cl -5.75 1.13 0.94
C -4.92 -0.38 0.50
Cl -4.51 -1.26 2.00
Cl -5.93 -1.36 -0.52
C -3.53 -0.12 -0.16
O -3.10 -0.93 -0.95
O -2.90 0.93 0.30
O 2.00 2.40 0.37
C 1.08 1.79 0.15
C 2.13 -0.82 2.42
N 1.77 -2.12 1.88
C 0.60 -2.46 1.34
Se -0.93 -1.44 0.98
N 0.64 -3.77 1.05
C 1.87 -4.31 1.41
C 2.40 -5.59 1.30
C 3.69 -5.76 1.76
C 4.42 -4.70 2.32
C 3.89 -3.44 2.43
C 2.60 -3.26 1.95
H 1.33 -0.12 2.20
H 3.06 -0.48 1.98
H 2.26 -0.89 3.50
H -0.14 -4.27 0.64
H 1.83 -6.40 0.87
H 4.15 -6.74 1.69
H 5.43 -4.89 2.67
H 4.45 -2.62 2.87
```

Atom charges from the Mulliken analysis, given in e for atoms 1 to 6:
1 Ir 1.321
2 Cl -0.217
3 Ge 0.825
4 Cl -0.354
5 Cl -0.232
6 S -0.251